DFT (ωB97M-V/def2-TZVPD) results for an isolated molecule of C20H27NO2.

Summary:
HOMO: -0.3095 Eh
SMILES: CCC(=O)N(CC[C@H](c1ccco1)C(C)C)Cc1ccccc1
ΔE to the lowest compared entry with this formula, charge and spin: 21.1 kcal/mol
E_tot: -983.5426 Eh

Each atom is followed by the atoms it is bonded to, with distances in Å.
CARTESIAN COORDINATES (ANGSTROEM)
1 C 3.9456 1.0926 2.8763  C2 1.529, H24 1.087, H25 1.088, H26 1.088
2 C 3.5124 -0.0156 1.9154  C1 1.529, C3 1.520, H27 1.091, H28 1.088
3 C 2.2623 -0.6943 2.4503  C2 1.520, O4 1.218, N5 1.356
4 O 2.3509 -1.6568 3.1914  C3 1.218
5 N 1.0622 -0.1527 2.1269  C3 1.356, C6 1.447, C17 1.458
6 C 0.8471 0.9184 1.1776  N5 1.447, C7 1.536, H29 1.092, H30 1.093
7 C 0.8112 0.4292 -0.2775  C6 1.536, C8 1.544, H31 1.090, H32 1.090
8 C 0.1705 1.4594 -1.2326  C7 1.544, C9 1.496, C14 1.544, H33 1.095
9 C -0.9632 0.8173 -1.9679  C8 1.496, C10 1.364, O13 1.349
10 C -1.0161 -0.2824 -2.7737  C9 1.364, C11 1.416, H34 1.071
11 C -2.3681 -0.4194 -3.1715  C10 1.416, C12 1.359, H35 1.071
12 C -3.0360 0.6032 -2.5767  C11 1.359, O13 1.345, H36 1.072
13 O -2.1941 1.3556 -1.8465  C9 1.349, C12 1.345
14 C 1.1889 2.0762 -2.2154  C8 1.544, C15 1.528, C16 1.527, H37 1.095
15 C 0.4829 3.0010 -3.2054  C14 1.528, H38 1.087, H39 1.088, H40 1.087
16 C 2.2671 2.8580 -1.4686  C14 1.527, H41 1.086, H42 1.088, H43 1.088
17 C -0.1410 -0.7430 2.7018  N5 1.458, C18 1.505, H44 1.093, H45 1.096
18 C -1.0137 -1.3857 1.6579  C17 1.505, C19 1.391, C23 1.388
19 C -0.5961 -2.5594 1.0392  C18 1.391, C20 1.383, H46 1.080
20 C -1.3581 -3.1323 0.0377  C19 1.383, C21 1.385, H47 1.080
21 C -2.5497 -2.5428 -0.3522  C20 1.385, C22 1.383, H48 1.080
22 C -2.9789 -1.3832 0.2683  C21 1.383, C23 1.384, H49 1.080
23 C -2.2127 -0.8059 1.2660  C18 1.388, C22 1.384, H50 1.081
24 H 4.1089 0.6772 3.8676  C1 1.087
25 H 4.8724 1.5477 2.5336  C1 1.088
26 H 3.1867 1.8688 2.9530  C1 1.088
27 H 4.2930 -0.7773 1.8810  C2 1.091
28 H 3.3708 0.3780 0.9114  C2 1.088
29 H 1.6049 1.6945 1.3014  C6 1.092
30 H -0.1225 1.3623 1.4187  C6 1.093
31 H 0.2286 -0.4909 -0.3094  C7 1.090
32 H 1.8159 0.1779 -0.6179  C7 1.090
33 H -0.2621 2.2779 -0.6474  C8 1.095
34 H -0.1982 -0.9161 -3.0488  C10 1.071
35 H -2.7782 -1.1742 -3.8105  C11 1.071
36 H -4.0669 0.8960 -2.5948  C12 1.072
37 H 1.6599 1.2612 -2.7754  C14 1.095
38 H -0.2484 2.4538 -3.7947  C15 1.087
39 H -0.0305 3.8011 -2.6762  C15 1.088
40 H 1.2046 3.4469 -3.8858  C15 1.087
41 H 2.8390 2.2185 -0.8022  C16 1.086
42 H 1.8165 3.6552 -0.8810  C16 1.088
43 H 2.9599 3.3067 -2.1768  C16 1.088
44 H 0.2010 -1.4912 3.4219  C17 1.093
45 H -0.6957 0.0392 3.2323  C17 1.096
46 H 0.3354 -3.0121 1.3468  C19 1.080
47 H -1.0232 -4.0414 -0.4399  C20 1.080
48 H -3.1438 -2.9877 -1.1363  C21 1.080
49 H -3.9096 -0.9234 -0.0297  C22 1.080
50 H -2.5519 0.1027 1.7439  C23 1.081

Here are the Mulliken charges for atoms 1 to 6, given in e:
1 C -1.226
2 C -0.099
3 C 0.885
4 O -0.689
5 N 0.378
6 C -1.418